C7H11O3PS | wB97M-V/def2-TZVPD

Computed properties:
Max |F| in eV/A: 3.6
Calculated total energy in eV: -33704.008
Spin multiplicity: 1
SMILES string: CO[P@@](C)(=O)C(=O)[C@H]1CC=CS1

Element x y z (Å)
C  -3.31720  -0.32680  0.57210
C  -2.70686  0.67098  1.19323
C  -0.20240  -1.23936  -0.14527
C  -2.73575  -0.70754  -0.75606
C  -1.37351  -0.05234  -0.82320
C  1.83537  2.05978  -0.30494
C  2.65760  -1.67772  0.18110
O  -0.48012  -2.38341  -0.02741
O  1.30696  0.08720  1.85110
O  1.67561  0.69142  -0.64574
P  1.35885  -0.42332  0.47839
S  -1.31630  1.31655  0.33730
H  -4.18243  -0.83848  0.95812
H  -2.96551  1.13046  2.12914
H  -2.63491  -1.79161  -0.85387
H  -3.39093  -0.35492  -1.56028
H  -0.99474  0.21913  -1.80130
H  2.74509  2.41518  -0.78902
H  1.91558  2.17820  0.77978
H  0.97735  2.63261  -0.66440
H  3.56822  -1.30127  0.64694
H  2.37098  -2.60896  0.66182
H  2.81648  -1.83709  -0.88094